Entry 1:
Entry from the OMol25 dataset: the molecule C21H19ClN4O3 in a non-equilibrium geometry (ωB97M-V/def2-TZVPD).

Last column: natural (NBO) charge in e.
Atoms and positions in Å:
C1 -1.36 -4.58 0.83  -0.372
C2 -0.67 -3.82 0.00  -0.199
C3 0.81 -3.87 -0.16  -0.122
O1 1.36 -2.57 0.08  -0.515
C4 1.87 -1.89 -0.96  0.790
O2 2.00 -2.37 -2.06  -0.612
C5 2.23 -0.52 -0.56  -0.234
C6 2.85 0.30 -1.42  0.440
C7 3.28 -0.03 -2.80  -0.668
O3 3.19 1.59 -1.10  -0.473
C8 2.89 2.06 0.14  0.583
N1 3.25 3.37 0.28  -0.799
C9 2.28 1.32 1.09  -0.347
C10 2.05 1.85 2.36  0.287
N2 1.87 2.28 3.42  -0.345
C11 1.77 -0.08 0.81  -0.222
C12 0.27 -0.10 0.87  -0.145
C13 -0.57 -0.73 1.82  0.186
C14 -0.16 -1.53 3.00  -0.650
N3 -1.83 -0.51 1.53  -0.267
N4 -1.87 0.23 0.42  -0.216
C15 -3.10 0.63 -0.12  0.214
C16 -4.15 0.89 0.77  -0.230
C17 -5.38 1.27 0.28  -0.199
C18 -5.58 1.40 -1.08  -0.215
C19 -4.55 1.13 -1.96  -0.201
C20 -3.31 0.74 -1.49  -0.247
C21 -0.60 0.51 0.00  0.122
Cl1 -0.24 1.52 -1.33  0.046
H1 -2.43 -4.51 0.91  0.207
H2 -0.87 -5.31 1.45  0.189
H3 -1.17 -3.08 -0.62  0.205
H4 1.09 -4.17 -1.18  0.226
H5 1.27 -4.55 0.56  0.192
H6 3.89 -0.94 -2.81  0.252
H7 3.85 0.80 -3.22  0.225
H8 2.41 -0.23 -3.42  0.252
H9 3.26 3.76 1.21  0.414
H10 3.91 3.74 -0.39  0.405
H11 2.15 -0.77 1.58  0.242
H12 0.47 -2.36 2.68  0.224
H13 0.41 -0.91 3.69  0.230
H14 -1.04 -1.91 3.50  0.237
H15 -3.97 0.77 1.83  0.240
H16 -6.19 1.47 0.97  0.217
H17 -6.55 1.71 -1.46  0.214
H18 -4.71 1.22 -3.02  0.216
H19 -2.52 0.50 -2.18  0.226

The energy above the lowest of the compared OMol25 structures with the same formula, charge and spin is 87.88 kJ/mol. The HOMO energy comes out at -8.479 eV. The value obtained for the HOMO-LUMO gap is 9.005 eV. The molar mass is 410.861 g mol⁻¹.

***

Entry 2:
Entry from the OMol25 dataset: a 6-piece molecular cluster, C16H30Cl4O5 overall in a non-equilibrium geometry (ωB97M-V/def2-TZVPD).

Last column: natural (NBO) charge in e.
Atoms and positions in Å:
Cl1 -2.24 0.43 0.10  0.062
C1 -0.77 -0.44 0.43  -0.243
Cl2 0.49 0.18 -0.57  0.095
Cl3 -0.38 -0.18 2.14  0.042
Cl4 -1.14 -2.17 0.22  0.044
C2 2.32 -7.75 3.92  -0.714
C3 2.24 -8.02 5.43  0.595
C4 2.14 -9.47 5.86  -0.735
O1 2.24 -7.12 6.25  -0.545
H1 1.44 -8.15 3.42  0.229
H2 3.22 -8.27 3.61  0.227
H3 2.39 -6.68 3.73  0.235
H4 1.88 -10.21 5.11  0.222
H5 1.52 -9.55 6.76  0.245
H6 3.13 -9.82 6.15  0.242
C5 7.17 3.51 -1.26  -0.722
C6 8.28 3.91 -0.30  0.598
C7 9.71 4.23 -0.83  -0.723
O2 8.07 4.03 0.90  -0.548
H7 7.42 3.78 -2.29  0.217
H8 6.34 4.11 -0.91  0.243
H9 7.05 2.43 -1.17  0.243
H10 10.07 3.41 -1.44  0.222
H11 10.42 4.22 0.00  0.235
H12 9.70 5.22 -1.27  0.235
C8 -7.09 4.21 -4.46  -0.714
C9 -7.54 3.59 -5.78  0.597
C10 -7.22 2.15 -6.03  -0.737
O3 -8.14 4.26 -6.62  -0.554
H13 -7.85 3.94 -3.73  0.237
H14 -7.01 5.29 -4.60  0.239
H15 -6.13 3.76 -4.22  0.216
H16 -6.73 1.59 -5.23  0.220
H17 -6.66 2.16 -6.97  0.250
H18 -8.17 1.68 -6.29  0.247
C11 -4.43 -2.19 7.43  -0.735
C12 -4.73 -3.72 7.48  0.602
C13 -4.03 -4.57 6.45  -0.729
O4 -5.55 -4.21 8.30  -0.547
H19 -5.09 -1.66 6.74  0.240
H20 -3.39 -1.92 7.30  0.222
H21 -4.60 -1.94 8.48  0.239
H22 -4.43 -4.41 5.45  0.237
H23 -4.29 -5.61 6.66  0.240
H24 -2.98 -4.29 6.40  0.232
C14 0.33 5.82 -5.68  -0.723
C15 1.55 5.42 -6.52  0.596
C16 2.23 4.05 -6.28  -0.729
O5 1.90 6.18 -7.38  -0.527
H25 -0.58 5.34 -6.04  0.235
H26 0.07 6.88 -5.68  0.238
H27 0.46 5.51 -4.64  0.215
H28 2.62 4.01 -5.26  0.225
H29 3.14 3.93 -6.87  0.235
H30 1.63 3.15 -6.41  0.235

The energy above the lowest of the compared OMol25 structures with the same formula, charge and spin is 0.00 kJ/mol. The HOMO energy comes out at -9.685 eV. The value obtained for the HOMO-LUMO gap is 9.663 eV. The molar mass is 444.223 g mol⁻¹.

***

Entry 3:
Entry from the OMol25 dataset: the molecule C3H10NPS2 in a non-equilibrium geometry (ωB97M-V/def2-TZVPD).

Last column: natural (NBO) charge in e.
Atoms and positions in Å:
C1 0.15 -1.23 2.22  -0.648
C2 0.67 -1.17 0.79  -0.685
P1 -0.32 0.30 0.04  1.222
N1 -1.89 -0.55 -0.08  -1.200
S1 -0.40 2.09 0.87  -0.556
S2 0.59 0.18 -1.80  -0.071
C3 0.78 1.85 -2.47  -0.717
H1 0.49 -0.17 2.69  0.242
H2 -0.86 -1.62 2.33  0.227
H3 0.80 -1.98 2.72  0.215
H4 0.35 -1.88 0.00  0.225
H5 1.68 -0.86 0.72  0.236
H6 -2.07 -1.52 0.02  0.410
H7 -2.60 0.16 -0.10  0.408
H8 0.26 2.60 -2.03  0.240
H9 0.47 1.70 -3.51  0.226
H10 1.89 2.08 -2.41  0.225

The energy above the lowest of the compared OMol25 structures with the same formula, charge and spin is 41.31 kJ/mol. The HOMO energy comes out at -8.713 eV. The value obtained for the HOMO-LUMO gap is 9.377 eV. The molar mass is 155.228 g mol⁻¹.

***

Entry 4:
Entry from the OMol25 dataset: a 2-piece molecular cluster, C10H11NO2S overall in a non-equilibrium geometry (ωB97M-V/def2-TZVPD).

Last column: natural (NBO) charge in e.
Atoms and positions in Å:
C1 -1.05 -1.65 -0.09  0.166
C2 1.63 0.24 1.14  -0.165
C3 1.37 0.53 -1.22  -0.186
C4 0.50 0.96 1.34  -0.241
C5 0.19 1.23 -1.06  -0.242
C6 2.15 0.10 -0.15  -0.030
C7 -0.21 1.43 0.23  -0.220
C8 3.41 -0.69 -0.14  -0.624
C9 -2.52 0.81 1.19  -0.586
C10 -2.14 -1.24 -0.92  0.072
N1 -0.36 -2.04 0.75  -0.312
O1 -2.34 2.43 -1.02  -0.957
O2 -3.26 -2.02 -0.88  -0.639
S1 -1.87 2.23 0.41  1.218
H1 2.21 -0.15 2.05  0.223
H2 1.73 0.37 -2.31  0.216
H3 0.05 1.04 2.39  0.231
H4 -0.27 1.47 -1.99  0.260
H5 3.26 -1.65 -0.38  0.224
H6 4.28 -0.48 -0.85  0.219
H7 3.93 -0.56 0.83  0.217
H8 -3.60 0.63 1.19  0.224
H9 -1.76 0.13 1.52  0.220
H10 -2.29 -0.19 -0.99  0.221
H11 -3.04 -2.94 -1.03  0.494

The energy above the lowest of the compared OMol25 structures with the same formula, charge and spin is 448.22 kJ/mol. The HOMO energy (spin up / spin down) comes out at -8.758 / -8.792 eV. The value obtained for the HOMO-LUMO gap (spin up / spin down) is 7.909 / 7.805 eV. The molar mass is 209.270 g mol⁻¹.

***

Entry 5:
Entry from the OMol25 dataset: C39H31IN8O2Tl as an isolated structure (ωB97M-V/def2-TZVPD).

Last column: Löwdin charge in e.
Atoms and positions in Å:
Tl1 0.10 -0.55 0.07  0.964
O1 3.24 -3.50 -3.42  0.072
C1 2.09 -3.45 -4.11  -0.260
C2 1.92 -4.39 -5.13  -0.004
C3 0.77 -4.41 -5.88  -0.066
C4 -0.25 -3.49 -5.65  -0.084
C5 -0.09 -2.56 -4.64  -0.036
C6 1.07 -2.52 -3.85  -0.083
C7 1.14 -1.52 -2.78  -0.425
O2 0.13 -0.77 -2.53  -0.164
N1 2.29 -1.42 -2.10  0.070
N2 2.15 -0.56 -1.07  -0.079
C8 3.12 0.06 -0.55  -0.059
C9 2.78 1.05 0.48  -0.265
C10 3.75 1.92 0.96  0.008
C11 3.36 2.93 1.84  -0.020
C12 2.03 3.04 2.20  -0.018
C13 1.13 2.12 1.69  -0.118
N3 1.49 1.15 0.86  0.015
H1 3.24 -2.77 -2.77  0.069
H2 2.72 -5.10 -5.30  0.123
H3 0.66 -5.15 -6.67  0.110
H4 -1.14 -3.50 -6.25  0.102
H5 -0.86 -1.83 -4.45  0.111
H6 4.14 -0.03 -0.91  0.148
H7 4.77 1.82 0.63  0.129
H8 4.10 3.62 2.21  0.124
H9 1.69 3.82 2.85  0.121
H10 0.08 2.16 1.94  0.104
C14 -1.55 2.24 -1.18  -0.091
N4 -1.64 0.77 -1.07  -0.096
C15 -2.91 0.35 -0.47  -0.110
C16 -2.81 0.46 1.03  -0.306
N5 -1.68 0.49 1.69  0.115
C17 -2.04 0.53 3.04  -0.214
C18 -1.25 0.58 4.18  -0.041
C19 -1.89 0.61 5.40  -0.069
C20 -3.29 0.61 5.49  -0.071
C21 -4.09 0.57 4.37  -0.005
C22 -3.43 0.53 3.15  -0.172
N6 -3.90 0.49 1.84  0.189
C23 -0.15 2.70 -1.41  -0.338
N7 0.35 3.76 -0.86  0.180
C24 1.66 3.83 -1.34  -0.235
C25 2.66 4.75 -1.07  -0.021
C26 3.90 4.55 -1.66  -0.087
C27 4.13 3.45 -2.51  -0.083
C28 3.14 2.54 -2.80  -0.020
C29 1.90 2.75 -2.20  -0.201
N8 0.71 2.04 -2.25  0.186
H11 -1.89 2.68 -0.25  0.131
H12 -2.21 2.60 -1.98  0.142
H13 -1.54 0.34 -1.98  0.104
H14 -3.08 -0.70 -0.73  0.126
H15 -3.76 0.93 -0.84  0.140
H16 -0.17 0.58 4.11  0.065
H17 -1.30 0.65 6.31  0.109
H18 -3.75 0.64 6.47  0.110
H19 -5.17 0.57 4.44  0.116
H20 -4.86 0.48 1.54  0.174
H21 2.47 5.60 -0.43  0.116
H22 4.70 5.25 -1.48  0.104
H23 5.11 3.34 -2.97  0.106
H24 3.31 1.71 -3.48  0.117
H25 0.55 1.14 -2.68  0.124
I1 1.33 -1.78 2.81  1.088
C30 -0.50 -2.81 2.72  -0.598
C31 -0.92 -3.36 3.90  -0.150
C32 -2.02 -4.24 3.93  -0.057
C33 -2.62 -4.60 2.76  -0.020
C34 -2.21 -4.04 1.53  -0.155
C35 -2.83 -4.47 0.33  -0.016
C36 -2.46 -3.94 -0.87  -0.050
C37 -1.52 -2.88 -0.91  -0.116
C38 -0.91 -2.45 0.23  -0.220
C39 -1.17 -3.07 1.49  -0.237
H26 -0.38 -3.15 4.82  0.095
H27 -2.33 -4.67 4.87  0.114
H28 -3.42 -5.33 2.76  0.120
H29 -3.59 -5.24 0.39  0.121
H30 -2.91 -4.29 -1.79  0.115
H31 -1.30 -2.42 -1.86  0.082

Its charge is +1. The energy above the lowest of the compared OMol25 structures with the same formula, charge and spin is 8.07 kJ/mol. The HOMO energy comes out at -10.318 eV. The value obtained for the HOMO-LUMO gap is 7.131 eV. The molar mass is 975.018 g mol⁻¹.

***

Entry 6:
Entry from the OMol25 dataset: C14H15F4N5Ti as an isolated structure (ωB97M-V/def2-TZVPD).

Last column: Löwdin spin population.
Atoms and positions in Å:
Ti1 -0.39 -0.26 -0.74  0.987
C1 -2.64 1.32 -0.08  0.003
C2 -1.40 2.10 0.36  0.002
N1 -0.27 1.88 -0.58  0.001
C3 -0.45 2.66 -1.84  0.001
C4 -0.79 1.76 -3.02  0.003
C5 1.05 2.13 0.05  0.006
C6 1.27 1.17 1.21  0.004
N2 0.60 -0.09 0.89  -0.017
C7 0.58 -1.13 1.82  0.002
C8 -0.31 -2.16 1.55  0.001
F1 -1.06 -1.98 0.39  0.017
C9 -0.51 -3.26 2.35  0.000
F2 -1.41 -4.17 2.00  0.000
C10 0.22 -3.37 3.52  -0.003
C11 1.12 -2.37 3.82  0.000
F3 1.85 -2.44 4.92  0.000
C12 1.30 -1.26 3.00  -0.003
F4 2.20 -0.34 3.36  -0.001
H1 -3.39 1.35 0.71  0.000
H2 -2.50 0.24 -0.27  0.003
H3 -3.11 1.75 -0.97  0.000
H4 -1.10 1.78 1.35  0.000
H5 -1.66 3.16 0.42  0.000
H6 0.48 3.20 -2.05  0.000
H7 -1.22 3.41 -1.70  0.000
H8 0.04 1.10 -3.27  0.000
H9 -1.02 2.35 -3.91  0.001
H10 -1.68 1.15 -2.81  0.001
H11 1.15 3.16 0.38  0.001
H12 1.80 1.94 -0.73  0.001
H13 0.88 1.58 2.15  0.000
H14 2.34 1.03 1.36  -0.001
H15 0.10 -4.22 4.17  0.000
N3 1.83 -4.07 -5.31  -0.001
C13 1.93 -3.41 -4.38  0.000
N4 2.12 -2.66 -3.29  -0.003
C14 1.35 -1.90 -2.72  -0.001
N5 0.70 -1.10 -2.11  -0.006

Its charge is +1. The energy above the lowest of the compared OMol25 structures with the same formula, charge and spin is 0.00 kJ/mol. The HOMO energy (spin up / spin down) comes out at -12.205 / -12.227 eV. Its spin multiplicity is 2. The value obtained for the HOMO-LUMO gap (spin up / spin down) is 8.107 / 8.329 eV. The molar mass is 377.168 g mol⁻¹.

***

Entry 7:
Entry from the OMol25 dataset: C35H35Cl3N4O4RuS7 as an isolated structure in a non-equilibrium geometry (ωB97M-V/def2-TZVPD).

Last column: Löwdin spin population.
Atoms and positions in Å:
Ru1 -0.41 0.03 -0.84  0.800
C1 -1.55 3.83 0.67  0.002
C2 -1.66 2.34 0.44  0.001
O1 -0.52 1.75 0.25  0.020
C3 -2.90 1.75 0.47  0.003
C4 -3.14 0.33 0.42  0.000
C5 -4.49 -0.19 0.82  0.000
N1 -2.20 -0.49 0.08  -0.002
N2 -2.49 -1.85 0.17  -0.003
C6 -1.46 -2.56 -0.21  0.005
O2 -0.33 -2.11 -0.59  0.060
C7 -1.61 -4.05 -0.16  0.003
C8 -2.82 -4.65 0.21  0.001
C9 -2.94 -6.03 0.20  0.000
C10 -1.87 -6.82 -0.18  0.000
C11 -0.67 -6.23 -0.54  0.000
C12 -0.54 -4.85 -0.54  0.001
H1 -0.50 4.12 0.59  0.000
H2 -1.93 4.12 1.65  0.000
H3 -2.12 4.36 -0.09  0.000
H4 -3.75 2.38 0.65  0.000
H5 -5.17 0.64 0.99  0.000
H6 -4.42 -0.80 1.72  0.000
H7 -4.88 -0.84 0.03  0.000
H8 -3.64 -4.01 0.49  0.000
H9 -3.88 -6.48 0.49  0.000
H10 -1.97 -7.90 -0.18  0.000
H11 0.17 -6.85 -0.84  0.000
H12 0.38 -4.37 -0.84  0.000
S1 1.26 2.01 -7.68  0.001
C13 0.93 1.66 -6.09  0.000
S2 -0.59 1.95 -5.34  -0.001
C14 -0.21 1.33 -3.76  0.002
C15 1.05 0.87 -3.59  0.003
S3 1.65 0.21 -2.10  0.025
S4 2.06 0.94 -5.01  -0.001
S5 -1.43 1.37 -2.50  0.042
Cl1 0.57 2.55 8.51  0.000
C16 1.37 2.44 6.97  0.000
C17 2.75 2.34 6.93  0.000
C18 3.37 2.26 5.69  0.000
C19 2.64 2.27 4.51  0.000
C20 3.37 2.16 3.19  0.000
C21 3.68 0.70 2.80  0.000
N3 2.52 0.00 2.28  0.000
C22 1.70 -0.93 2.87  0.000
C23 0.69 -1.16 1.99  0.001
N4 0.87 -0.38 0.88  0.005
C24 1.97 0.30 1.08  0.002
O3 4.57 2.90 3.29  0.000
C25 5.16 3.32 2.05  0.000
C26 4.19 3.89 1.07  0.000
C27 3.46 5.03 1.26  0.000
Cl2 3.57 6.09 2.61  0.000
S6 2.34 5.34 0.00  0.000
C28 2.82 3.91 -0.82  0.001
C29 3.81 3.26 -0.15  0.001
C30 1.26 2.37 4.59  0.000
Cl3 0.29 2.44 3.15  0.000
C31 0.61 2.46 5.81  0.000
H13 3.32 2.33 7.84  0.000
H14 4.45 2.20 5.64  0.000
H15 2.73 2.58 2.41  0.000
H16 4.08 0.13 3.64  0.000
H17 4.44 0.71 2.02  0.000
H18 1.90 -1.32 3.85  0.000
H19 -0.15 -1.83 2.07  0.000
H20 2.38 1.02 0.40  0.001
H21 5.68 2.48 1.58  0.000
H22 5.90 4.05 2.35  0.000
H23 2.33 3.61 -1.73  0.000
H24 4.24 2.33 -0.51  0.000
H25 -0.46 2.55 5.86  0.000
C32 -3.88 -4.01 -4.13  0.000
C33 -2.47 -3.52 -3.84  0.002
S7 -2.41 -1.75 -3.47  0.003
O4 -1.01 -1.46 -3.08  0.017
C34 -2.58 -1.08 -5.14  0.001
C35 -1.42 -1.43 -6.06  0.000
H26 -3.88 -5.09 -4.27  0.000
H27 -4.29 -3.55 -5.03  0.000
H28 -4.54 -3.78 -3.29  0.000
H29 -1.77 -3.72 -4.65  0.000
H30 -2.07 -3.98 -2.94  0.000
H31 -2.62 0.00 -4.95  0.001
H32 -3.56 -1.38 -5.53  0.000
H33 -0.49 -1.41 -5.49  0.000
H34 -1.34 -0.69 -6.86  0.000
H35 -1.54 -2.41 -6.51  0.000

Its charge is -1. The energy above the lowest of the compared OMol25 structures with the same formula, charge and spin is 102.09 kJ/mol. The HOMO energy (spin up / spin down) comes out at -3.646 / -3.854 eV. Its spin multiplicity is 2. The value obtained for the HOMO-LUMO gap (spin up / spin down) is 5.672 / 5.880 eV. The molar mass is 1007.587 g mol⁻¹.

***

Entry 8:
Entry from the OMol25 dataset: the molecule C2H6NO3P in a non-equilibrium geometry (ωB97M-V/def2-TZVPD).

Last column: natural (NBO) charge in e.
Atoms and positions in Å:
C1 -1.77 -1.27 0.16  -0.499
N1 -1.19 0.02 0.05  0.366
O1 -1.69 0.90 0.76  -0.328
O2 -0.55 0.39 -1.03  -0.502
P1 0.92 -0.25 0.20  1.490
C2 1.98 1.10 -0.40  -1.032
O3 1.36 -1.51 -0.38  -1.059
H1 -1.05 -2.19 0.53  0.288
H2 -2.27 -1.55 -0.79  0.253
H3 -2.63 -1.13 0.96  0.256
H4 2.05 1.28 -1.45  0.257
H5 1.83 2.15 -0.05  0.253
H6 3.11 0.95 -0.15  0.258

The energy above the lowest of the compared OMol25 structures with the same formula, charge and spin is 659.84 kJ/mol. The HOMO energy (spin up / spin down) comes out at -8.924 / -8.921 eV. The value obtained for the HOMO-LUMO gap (spin up / spin down) is 7.280 / 7.271 eV. The molar mass is 123.048 g mol⁻¹.